# 1
Entry from OMol25: a 4-piece molecular cluster, C3H14NO3S overall (the ωB97M-V functional and the def2-TZVPD basis).

Computed properties:
Gap between HOMO and LUMO (eV): 7.198
Charge: -1

Last column: Löwdin charge in e.
Geometry (Å):
C 0.1260 0.8186 -2.6753  -0.146
N -0.2875 0.5359 -1.3354  -0.176
C -0.7418 -0.7765 -1.0134  -0.387
C -0.8570 -1.0205 0.4811  -0.639
S 0.8085 -0.8694 1.2660  0.346
H 1.0207 0.2430 -2.9838  0.071
H 0.3809 1.8758 -2.7747  0.071
H -0.6572 0.5398 -3.3964  0.073
H 0.3066 0.9362 -0.6232  0.070
H -1.7780 -0.9003 -1.4010  0.109
H -0.1532 -1.5633 -1.5040  0.092
H -1.2779 -2.0332 0.5151  0.049
H -1.5722 -0.3309 0.9420  0.039
H 3.0897 -1.8160 -0.9537  -0.003
H 1.7484 -2.1112 -0.3261  -0.107
O 2.3808 -2.4491 -1.0112  -0.157
H -1.7426 1.7608 -0.3402  -0.009
H -1.4232 2.3743 1.0070  -0.012
O -2.0890 2.4059 0.2977  -0.108
H 0.5117 1.1448 2.5274  -0.066
H -0.8690 1.4205 3.1111  0.032
O -0.2035 1.8137 2.5376  -0.140



# 2
Entry from OMol25: a 6-piece molecular cluster, C21H30FN2O15 overall (the ωB97M-V functional and the def2-TZVPD basis).

Computed properties:
Gap between HOMO and LUMO (eV): 9.427
Charge: +1

Last column: Löwdin charge in e.
Geometry (Å):
F -0.2958 0.2189 0.5181  -0.075
C -1.1625 0.7964 1.4698  -0.158
C -2.4655 0.0627 1.6038  -0.129
C -2.3612 -1.3023 2.2861  -0.082
N -1.2602 -2.0871 1.7200  -0.030
C -0.1603 -2.4523 2.4255  -0.005
C 0.6705 -3.1107 1.5993  -0.011
N 0.0006 -3.1236 0.4046  0.114
C -1.1681 -2.5234 0.4811  -0.025
H -0.6223 0.8722 2.4038  0.101
H -1.3836 1.7989 1.1160  0.128
H -2.9934 -0.0294 0.6530  0.102
H -3.0868 0.6690 2.2566  0.136
H -3.3025 -1.8175 2.1131  0.138
H -2.2811 -1.2022 3.3588  0.121
H 0.0219 -2.2468 3.4613  0.134
H 1.6309 -3.5499 1.7598  0.135
H 0.3746 -3.5445 -0.4332  0.178
H -1.9082 -2.3799 -0.2797  0.177
C 2.9409 -1.3608 -0.8957  -0.135
C 3.1091 0.0651 -0.4163  -0.116
O 4.3775 0.4234 -0.9660  0.032
C 4.6119 -0.3740 -2.0439  -0.550
O 5.4951 -0.2170 -2.8140  0.192
O 3.6882 -1.3712 -2.1086  0.070
H 1.8989 -1.6167 -1.0760  0.111
H 3.3785 -2.0903 -0.2083  0.130
H 2.3444 0.7330 -0.8159  0.132
H 3.1214 0.1518 0.6678  0.134
C -2.7597 1.1850 -3.5920  -0.106
C -2.1580 2.1352 -2.5815  -0.108
O -3.1968 2.2374 -1.5982  0.061
C -3.9638 1.1276 -1.6858  -0.588
O -4.8056 0.8269 -0.8993  0.149
O -3.6456 0.4004 -2.7782  0.052
H -2.0228 0.5517 -4.0777  0.135
H -3.3457 1.6952 -4.3561  0.141
H -1.2631 1.7288 -2.1036  0.123
H -1.9253 3.1111 -2.9986  0.138
C 6.1797 3.6588 -1.8182  -0.113
C 6.3709 2.7514 -0.6257  -0.125
O 6.8512 3.6536 0.3770  0.060
C 6.4343 4.9038 0.0492  -0.568
O 6.5169 5.8496 0.7591  0.170
O 5.9010 4.9190 -1.2001  0.060
H 5.3561 3.3520 -2.4582  0.130
H 7.0828 3.7531 -2.4232  0.136
H 5.4401 2.3123 -0.2831  0.106
H 7.0921 1.9585 -0.8085  0.137
C -5.1802 -3.3490 -3.5097  -0.124
C -6.3653 -3.1570 -4.4290  -0.112
O -5.9905 -1.9924 -5.1673  0.072
C -4.6432 -1.8911 -5.1446  -0.571
O -4.0140 -1.1288 -5.8016  0.163
O -4.1062 -2.7806 -4.2664  0.046
H -4.9810 -4.3945 -3.2855  0.130
H -5.2844 -2.7938 -2.5746  0.129
H -6.4961 -3.9885 -5.1234  0.136
H -7.2970 -2.9901 -3.8949  0.136
C 1.0102 1.2363 6.7704  -0.095
C 1.4565 0.0609 5.9312  -0.105
O 0.2478 -0.2934 5.2360  0.033
C -0.5462 0.8097 5.2010  -0.563
O -1.5444 0.8962 4.5541  0.149
O -0.0581 1.7823 5.9835  0.088
H 1.7927 1.9744 6.9212  0.140
H 0.6123 0.9349 7.7398  0.140
H 2.2162 0.3349 5.1974  0.134
H 1.8192 -0.7742 6.5244  0.136



# 3
Entry from OMol25: C24H39N2Si3V as an isolated structure (the ωB97M-V functional and the def2-TZVPD basis).

Computed properties:
Expectation value of S²: 3.7657
2S+1: 4
Gap between HOMO and LUMO (spin up / spin down) (eV): 6.641 / 7.517
Charge: -1

Last column: Löwdin charge in e.
Geometry (Å):
V -0.9004 -0.3590 -0.6957  0.650
C -0.4463 -3.2686 -3.3956  -0.033
C -0.7784 -3.5011 -1.9472  -0.351
C -0.5008 -4.7149 -1.3439  -0.065
C -0.7803 -4.8513 0.0194  -0.082
C -1.3233 -3.8053 0.7202  -0.040
C -1.6315 -2.5996 0.0373  -0.459
N -1.3556 -2.4916 -1.2919  0.064
N -2.0778 -1.4645 0.5971  -0.138
Si -2.9143 -1.2569 2.0802  0.385
C -4.3582 -2.4827 2.1647  -0.181
C -1.8949 -1.5081 3.6593  -0.179
C -3.5730 0.5011 2.0824  -0.175
H -1.0907 -3.8713 -4.0396  0.078
H 0.5884 -3.5448 -3.6028  0.078
H -0.5876 -2.2198 -3.6463  0.053
H -0.0524 -5.5193 -1.9111  0.098
H -0.5411 -5.7777 0.5294  0.100
H -1.4973 -3.8705 1.7859  0.087
H -4.0034 -3.5140 2.2282  0.013
H -4.9827 -2.3996 1.2726  0.023
H -4.9881 -2.2933 3.0376  0.019
H -1.4817 -2.5160 3.7400  0.015
H -2.5160 -1.3365 4.5430  0.021
H -1.0587 -0.8077 3.6919  0.011
H -4.2443 0.6675 1.2374  0.027
H -2.7436 1.2046 1.9768  0.007
H -4.1166 0.7307 3.0025  0.022
C -0.7656 1.6140 0.0191  -0.097
C -0.5891 2.7664 0.3932  -0.163
C -0.3588 4.0916 0.8668  -0.268
C 0.4769 4.3227 1.9684  -0.046
C 0.7071 5.6072 2.4304  -0.105
C 0.1129 6.6967 1.8077  -0.121
C -0.7160 6.4844 0.7136  -0.109
C -0.9500 5.2024 0.2472  -0.049
H 0.9430 3.4730 2.4508  0.108
H 1.3579 5.7605 3.2831  0.094
H 0.2953 7.7009 2.1698  0.088
H -1.1836 7.3277 0.2189  0.093
H -1.5947 5.0372 -0.6061  0.108
C 3.2118 0.9550 0.7045  -0.187
Si 2.2518 -0.6403 0.3410  0.392
C 3.5341 -2.0513 0.2981  -0.196
C 1.2305 -0.9447 1.9104  -0.196
C 1.2334 -0.6520 -1.1954  -0.454
Si 1.5215 0.4623 -2.6363  0.379
C -0.1094 0.8862 -3.5378  -0.202
C 2.2692 2.1622 -2.2766  -0.184
C 2.6185 -0.3726 -3.9547  -0.193
H 3.6753 0.8867 1.6932  0.021
H 2.5426 1.8179 0.7027  0.012
H 4.0044 1.1393 -0.0225  0.013
H 4.1032 -2.1246 1.2288  0.015
H 4.2422 -1.9124 -0.5231  0.015
H 3.0276 -3.0077 0.1388  0.016
H 1.8721 -0.9549 2.7976  0.027
H 0.6967 -1.8987 1.8674  0.017
H 0.4870 -0.1531 2.0323  0.008
H 1.2831 -1.6792 -1.5900  -0.010
H -0.7184 1.5537 -2.9188  0.011
H -0.7126 0.0071 -3.7828  0.002
H 0.0951 1.4124 -4.4752  0.023
H 1.6890 2.6602 -1.4965  0.014
H 2.2246 2.7802 -3.1784  0.024
H 3.3095 2.1143 -1.9563  0.011
H 2.1600 -1.3040 -4.2991  0.007
H 3.5969 -0.6232 -3.5373  0.017
H 2.7756 0.2662 -4.8284  0.016



# 4
Entry from OMol25: a 2-piece molecular cluster, C4H7NOSi overall (the ωB97M-V functional and the def2-TZVPD basis).

Computed properties:
Structure (SMILES): C#CC(=C)O.N=[SiH2]
Gap between HOMO and LUMO (eV): 9.266

Last column: Löwdin charge in e.
Geometry (Å):
C 2.7494 1.8855 0.3147  0.141
C 2.1524 0.8183 0.1892  -0.063
C 1.5024 -0.4567 0.0613  -0.393
C 1.9771 -1.5572 -0.4778  0.066
O 0.1688 -0.2747 0.5188  -0.031
H 3.0153 2.9111 0.2850  0.023
H 2.9254 -1.5367 -0.9407  0.053
H 1.5374 -2.5393 -0.6985  0.081
H -0.3655 -1.0161 0.3090  0.044
N -3.1707 -0.5589 0.7405  -0.272
Si -2.9503 0.6904 -0.2325  0.600
H -3.9437 -0.4571 1.4105  -0.064
H -3.4738 1.9650 -0.0592  -0.132
H -2.1242 0.1266 -1.4205  -0.054



# 5
Entry from OMol25: a 4-piece molecular cluster, C4H17NO3 overall (the ωB97M-V functional and the def2-TZVPD basis).

Computed properties:
Structure (SMILES): CCCNC.O.O.O
Gap between HOMO and LUMO (eV): 9.643

Last column: Löwdin charge in e.
Geometry (Å):
C -2.3096 -1.1819 1.4256  -0.067
C -0.8583 -1.1140 0.6316  -0.191
C 0.1443 -0.3761 1.4397  -0.233
N 0.9715 0.5995 0.5802  -0.072
C 1.9637 1.3780 1.4318  -0.083
H -2.4502 -0.3284 2.0576  0.043
H -3.2001 -1.2299 0.8143  0.045
H -2.2134 -2.1203 2.0242  0.073
H -0.5528 -2.0622 0.4501  0.059
H -1.1083 -0.6871 -0.4319  0.096
H -0.1335 0.1413 2.3359  0.092
H 0.7570 -1.0842 2.0015  0.111
H 1.4085 0.1299 -0.0836  -0.014
H 1.8158 1.2169 2.4843  0.059
H 2.8853 0.9177 1.2970  0.048
H 1.9003 2.4711 1.1652  0.089
O -0.2316 1.9487 -2.0190  -0.021
H -0.8953 1.9920 -1.3804  0.026
H 0.6088 1.7575 -1.5815  0.041
O -0.6531 -0.5046 -2.5551  -0.046
H -0.7904 0.3551 -2.6406  -0.080
H -1.4702 -0.6321 -2.0194  0.069
O 1.8130 -0.5700 -2.2125  -0.110
H 1.5551 -1.1424 -2.9355  0.025
H 1.0434 0.1253 -2.2795  0.041



# 6
Entry from OMol25: an isolated ion of composition C3H9N4O2 and charge +1 (the ωB97M-V functional and the def2-TZVPD basis).

Computed properties:
Structure (SMILES): C/[N+](N)=C/NC(=O)ON
Gap between HOMO and LUMO (eV): 10.077
Charge: +1

Last column: Löwdin charge in e.
Geometry (Å):
C 0.9665 -1.7973 1.4634  0.060
N 0.2596 -0.8162 0.6532  -0.183
N -0.8192 -1.3024 -0.0638  0.108
C 0.5716 0.4251 0.5838  -0.045
N 0.0680 1.2749 -0.3383  0.176
C 0.6839 2.6241 -0.2641  -0.435
O 1.5324 2.8090 0.5628  0.149
O 0.2325 3.5738 -1.1385  -0.004
N -0.6573 3.1243 -2.1724  0.063
H 1.7235 -2.2101 0.9146  0.090
H 1.4967 -1.2425 2.1635  0.095
H 0.2520 -2.5028 1.7977  0.101
H -1.6843 -0.6990 0.0369  0.145
H -0.9842 -2.2917 0.3265  0.146
H 1.3850 0.7756 1.1832  0.163
H -0.5948 1.0694 -1.0844  0.135
H -0.6543 3.9422 -2.8073  0.130
H -1.5489 2.7760 -1.7682  0.108



# 7
Entry from OMol25: C13H23Cl3NO4P2Pt as an isolated structure (the ωB97M-V functional and the def2-TZVPD basis).

Computed properties:
Expectation value of S²: 2.0446
2S+1: 3
Gap between HOMO and LUMO (spin up / spin down) (eV): 8.844 / 6.306
Charge: +1

Last column: Löwdin charge in e.
Geometry (Å):
Pt 0.0361 -0.2937 0.6503  0.913
P -2.1967 0.2406 0.3991  0.678
C -2.0924 0.7186 -1.2978  -0.165
C -0.8817 1.2091 -1.7683  -0.326
N 0.2650 0.9739 -1.0177  -0.059
C 1.5031 1.3222 -1.4124  -0.290
C 1.6641 2.0273 -2.5973  0.019
C 0.5478 2.3195 -3.3886  -0.008
C -0.7049 1.9022 -2.9899  0.018
C 2.6838 0.9132 -0.5515  -0.249
P 2.3198 -0.5533 0.4774  0.686
H -1.6062 2.0925 -3.5520  0.125
H 2.6785 2.3096 -2.8567  0.130
H 0.6760 2.8930 -4.2987  0.126
H 3.5825 0.7408 -1.1638  0.110
H 2.9146 1.7157 0.1738  0.118
H -2.1819 -1.3889 -3.0807  0.024
H -2.9815 0.8814 -1.9134  0.109
H -0.6706 -3.6750 -1.7572  0.019
O -1.9655 -2.3251 -3.2906  -0.064
H -2.5584 -2.5692 -4.0261  0.062
H -0.1457 -1.8399 1.1386  -0.048
O -0.3047 -4.0692 -0.9369  -0.083
H 0.5403 -3.6044 -0.7642  -0.003
C 2.8033 -1.9181 -0.5848  -0.246
H 3.8473 -1.8067 -0.8935  0.066
H 2.6792 -2.8233 0.0134  0.058
H 2.1461 -1.9459 -1.4568  0.053
C 3.5970 -0.4855 1.7405  -0.253
H 3.5272 -1.4018 2.3288  0.050
H 4.6005 -0.4145 1.3053  0.073
H 3.4221 0.3762 2.3871  0.045
C -2.9457 1.6580 1.2578  -0.206
H -3.9185 1.8600 0.7880  0.068
H -3.0745 1.4604 2.3296  0.037
H -2.2872 2.5257 1.1208  0.065
C -3.3213 -1.1286 0.6072  -0.244
H -3.4954 -1.2835 1.6749  0.037
H -4.2598 -0.8784 0.1053  0.063
H -2.8743 -2.0209 0.1650  0.052
Cl -0.4040 0.8943 5.9157  0.660
C -0.2696 0.4472 4.2232  -1.468
Cl 1.1662 -0.5838 4.0040  0.598
Cl -1.7430 -0.4569 3.7356  0.595
C -0.1315 1.6994 3.2478  -0.762
O -0.2880 2.7854 3.8101  0.034
O 0.1025 1.5006 1.9995  -0.218



# 8
Entry from OMol25: an isolated ion of composition C2H6N3S and charge +1 (the ωB97M-V functional and the def2-TZVPD basis).

Computed properties:
Gap between HOMO and LUMO (spin up / spin down) (eV): 6.096 / 6.102
Charge: +1

Last column: Löwdin charge in e.
Geometry (Å):
C 0.4706 -0.1635 0.1216  -0.623
C -2.1165 0.4962 -0.1973  -0.134
N 1.7424 -0.0634 0.0518  0.019
N -0.1117 -1.3967 0.1381  0.048
N 2.4372 1.0696 -0.0685  0.042
S -0.7023 1.2601 0.1769  1.174
H -1.9325 -0.4628 -0.4356  -0.011
H -2.9013 1.1811 -0.1184  0.038
H 0.6383 -2.0572 -0.0514  0.124
H -0.7329 -1.7418 0.8534  0.113
H 2.2743 2.0520 0.0465  0.108
H 3.3373 0.9760 -0.4768  0.102



Taking the records one at a time from the top gives energy relative to the best compared isomer or geometry (same formula, charge and spin) values of 14.6; 4.3; 2.8; 132.0; 71.1; 37.5; 26.1; 84.5 kcal per mole.
Taking the records one at a time from the top gives electronic energy values of -801.4182; -2156.0138; -2860.0532; -575.9289; -442.9640; -488.8717; -3047.2319; -641.8810 Eh.